The following is a quantum chemistry calculation of one molecule with the formula C6H9ClOS in a non-equilibrium geometry, from the OMol25 dataset.

Geometry as ORCA input:
```
! RIJCOSX wB97M-V def2-TZVPD def2/J DEFGRID3
* xyz 0 1
C -0.22 -0.39 -2.11
C -0.79 -0.58 -0.95
C -0.18 -1.27 0.13
C -0.80 -2.17 0.98
S 1.57 -1.01 0.34
C 1.74 0.82 0.49
C 0.58 1.40 1.15
O 2.05 1.61 -0.53
Cl 3.29 0.86 1.69
H -0.87 0.24 -2.75
H 0.80 -0.68 -2.39
H -1.88 -0.34 -0.84
H -0.18 -2.80 1.62
H -1.85 -2.24 1.06
H 0.25 1.06 2.20
H -0.35 1.22 0.40
H 0.75 2.56 1.14
H 2.94 1.34 -0.97
*
```

Gap between HOMO and LUMO, eV: 8.8967
Energy, eV: -31770.641
SMILES string: C=CC(=C)S[C@](C)(O)Cl
E_LUMO, eV: 0.36
Energy relative to the best compared isomer or geometry (same formula, charge and spin), kJ/mol: 105.8

***

The following is a quantum chemistry calculation of C34H36N7NaO2S as an isolated structure, from the OMol25 dataset.

Geometry as ORCA input:
```
! RIJCOSX wB97M-V def2-TZVPD def2/J DEFGRID3
* xyz -2 1
Na 0.17 0.07 0.97
C -1.00 0.67 4.01
N -1.21 1.47 2.81
C -2.63 1.55 2.48
C -3.32 0.28 1.97
C -2.96 -0.15 0.53
N -2.04 0.77 -0.10
C -2.36 1.25 -1.23
C -1.60 2.23 -2.00
C -2.00 2.43 -3.32
C -1.38 3.33 -4.17
C -0.32 4.08 -3.65
C 0.10 3.93 -2.35
C -0.51 2.99 -1.43
O -0.11 2.87 -0.25
C -0.77 2.85 3.00
C 0.67 3.10 3.43
C 1.74 2.81 2.38
N 2.02 1.40 2.24
C 3.07 0.99 2.84
C 3.63 -0.35 2.90
C 4.71 -0.54 3.77
C 5.33 -1.76 3.92
C 4.86 -2.84 3.15
C 3.82 -2.69 2.27
C 3.14 -1.43 2.07
O 2.23 -1.30 1.24
H -1.44 1.16 4.90
H 0.07 0.52 4.18
H -1.45 -0.31 3.89
H -2.73 2.32 1.71
H -3.19 1.90 3.37
H -4.39 0.49 2.03
H -3.13 -0.56 2.65
H -3.89 -0.26 -0.07
H -2.49 -1.13 0.57
H -3.30 0.93 -1.70
H -2.84 1.84 -3.69
H -1.71 3.46 -5.19
H 0.19 4.79 -4.29
H 0.93 4.51 -1.96
H -1.43 3.32 3.76
H -0.92 3.36 2.05
H 0.91 2.57 4.36
H 0.72 4.17 3.67
H 2.66 3.37 2.66
H 1.39 3.20 1.42
H 3.67 1.74 3.41
H 5.05 0.31 4.35
H 6.16 -1.89 4.61
H 5.32 -3.82 3.26
H 3.45 -3.53 1.68
N -2.23 -4.57 1.13
C -1.46 -3.43 0.96
S -1.00 -2.58 2.36
N -1.23 -3.19 -0.32
N -0.39 -2.15 -0.56
C -0.19 -1.89 -1.80
C -0.89 -2.59 -2.92
C -1.64 -1.84 -3.82
C -2.31 -2.44 -4.88
C -2.21 -3.82 -5.06
C -1.46 -4.58 -4.17
C -0.81 -3.97 -3.11
C 0.78 -0.82 -2.17
C 1.33 -0.78 -3.45
C 2.26 0.21 -3.74
C 2.61 1.11 -2.75
C 2.00 0.99 -1.51
N 1.11 0.06 -1.23
H -2.74 -4.59 2.00
H -2.74 -4.83 0.30
H -1.71 -0.76 -3.68
H -2.89 -1.84 -5.56
H -2.72 -4.30 -5.89
H -1.39 -5.65 -4.31
H -0.24 -4.56 -2.40
H 1.04 -1.51 -4.19
H 2.70 0.27 -4.73
H 3.32 1.91 -2.94
H 2.21 1.69 -0.70
*
```

Gap between HOMO and LUMO, eV: 5.2843
Energy, eV: -65622.075
E_LUMO, eV: 3.90
Energy relative to the best compared isomer or geometry (same formula, charge and spin), kJ/mol: 0.0

***

The following is a quantum chemistry calculation of a 11-piece molecular cluster, C39H102N6O11 overall in a non-equilibrium geometry, from the OMol25 dataset.

Geometry as ORCA input:
```
! RIJCOSX wB97M-V def2-TZVPD def2/J DEFGRID3
* xyz 0 1
C 10.85 -4.55 5.34
C 12.22 -3.86 5.44
C 12.29 -3.03 6.69
C 13.39 -4.88 5.60
C 13.73 -5.58 4.28
C 14.08 -4.62 3.09
C 12.95 -3.58 2.93
C 13.66 -2.42 2.13
C 11.89 -4.23 2.06
N 12.47 -3.00 4.22
O 11.55 -1.96 4.03
H 10.01 -3.89 5.11
H 10.88 -5.29 4.55
H 10.72 -5.07 6.29
H 12.12 -3.66 7.56
H 13.19 -2.45 6.91
H 11.49 -2.29 6.61
H 14.35 -4.38 5.75
H 13.15 -5.69 6.30
H 14.55 -6.27 4.47
H 12.83 -6.16 4.09
H 14.27 -5.21 2.19
H 15.07 -4.22 3.30
H 14.34 -1.76 2.67
H 12.94 -1.73 1.69
H 14.18 -2.75 1.23
H 11.19 -3.40 1.93
H 11.34 -5.03 2.55
H 12.20 -4.60 1.08
H 12.09 -1.22 4.29
C -9.67 5.67 -6.92
C -9.82 4.19 -6.39
C -9.31 3.27 -7.44
C -9.07 4.01 -5.10
C -9.36 2.72 -4.35
C -10.85 2.69 -4.09
C -11.70 2.78 -5.39
C -11.84 1.42 -6.10
C -13.06 3.22 -4.79
N -11.27 3.94 -6.22
O -12.10 4.16 -7.38
H -8.71 6.18 -6.97
H -10.05 5.82 -7.94
H -10.33 6.33 -6.36
H -9.89 3.40 -8.35
H -8.24 3.39 -7.62
H -9.32 2.22 -7.14
H -7.99 4.02 -5.28
H -9.32 4.80 -4.40
H -9.00 1.82 -4.85
H -8.74 2.64 -3.46
H -11.12 3.48 -3.39
H -11.22 1.80 -3.57
H -12.15 0.65 -5.39
H -10.92 1.07 -6.57
H -12.67 1.55 -6.79
H -13.06 4.14 -4.19
H -13.34 2.44 -4.09
H -13.82 3.40 -5.55
H -12.57 4.92 -7.05
C -10.22 -1.09 2.70
O -9.61 -1.83 1.66
C -8.73 -2.86 2.04
C -7.84 -3.29 0.89
C -8.53 -3.74 -0.38
N -6.84 -4.29 1.36
H -11.08 -0.53 2.31
H -9.53 -0.38 3.16
H -10.57 -1.77 3.47
H -7.98 -2.49 2.74
H -9.19 -3.67 2.61
H -7.33 -2.36 0.64
H -7.80 -3.96 -1.16
H -9.28 -3.07 -0.80
H -9.17 -4.61 -0.24
H -6.08 -4.45 0.70
H -6.42 -3.88 2.18
C 3.19 -0.70 -0.58
O 1.90 -0.58 -1.18
C 1.69 -1.47 -2.24
C 0.73 -0.99 -3.29
C -0.71 -0.73 -2.75
N 0.67 -2.03 -4.30
H 3.86 -0.21 -1.28
H 3.51 -1.74 -0.45
H 3.22 -0.29 0.43
H 2.67 -1.66 -2.68
H 1.39 -2.47 -1.90
H 1.14 -0.09 -3.73
H -1.36 -0.52 -3.60
H -0.63 0.14 -2.10
H -1.07 -1.58 -2.17
H 0.22 -2.85 -3.92
H 0.02 -1.64 -4.98
C -2.05 1.06 4.03
O -3.33 1.51 4.51
C -3.84 2.66 3.76
C -2.97 3.96 3.85
C -2.66 4.56 5.24
N -3.78 5.02 3.20
H -1.91 0.09 4.52
H -1.22 1.71 4.28
H -2.05 0.77 2.98
H -4.10 2.38 2.74
H -4.83 2.90 4.16
H -2.01 3.83 3.36
H -2.17 3.78 5.83
H -3.54 4.87 5.79
H -1.98 5.41 5.16
H -3.89 4.74 2.24
H -3.29 5.90 3.27
C 1.00 4.95 12.23
O 2.12 4.92 11.32
C 2.56 3.66 10.87
C 3.76 3.91 9.87
C 4.48 2.65 9.38
N 4.71 4.61 10.66
H 0.04 4.71 11.77
H 0.91 5.97 12.62
H 1.17 4.29 13.08
H 2.90 3.00 11.68
H 1.87 3.04 10.31
H 3.35 4.53 9.07
H 5.26 2.97 8.69
H 3.84 1.98 8.81
H 4.85 1.96 10.13
H 4.08 4.94 11.38
H 5.23 3.94 11.20
C 3.62 5.66 -1.51
O 2.56 4.80 -1.09
H 3.86 5.29 -2.51
H 3.27 6.68 -1.69
H 4.55 5.69 -0.95
H 2.89 3.92 -0.92
C -4.31 -1.24 -10.03
O -3.16 -2.00 -10.05
H -5.16 -1.87 -10.27
H -4.43 -0.92 -9.00
H -4.22 -0.44 -10.77
H -3.10 -2.51 -10.87
C 3.87 -1.51 -10.17
O 4.12 -1.31 -8.80
H 4.75 -1.91 -10.68
H 3.00 -2.11 -10.44
H 3.69 -0.64 -10.80
H 3.32 -1.60 -8.36
C 9.81 -0.86 -5.05
O 8.89 -1.88 -5.46
H 10.57 -1.33 -4.43
H 10.20 -0.46 -5.99
H 9.30 -0.03 -4.56
H 8.15 -1.48 -5.92
C -2.08 -7.75 -4.74
O -2.05 -7.36 -3.37
H -2.63 -8.69 -4.78
H -2.64 -6.94 -5.21
H -1.11 -7.93 -5.20
H -1.78 -8.12 -2.86
*
```

Gap between HOMO and LUMO, eV: 8.6321
Energy, eV: -73549.328
SMILES string: CC1(C)CCCC(C)(C)N1O.CC1(C)CCCC(C)(C)N1O.COC[C@H](C)N.COC[C@H](C)N.COC[C@H](C)N.COC[C@H](C)N.CO.CO.CO.CO.CO
E_LUMO, eV: 0.40
Energy relative to the best compared isomer or geometry (same formula, charge and spin), kJ/mol: 409.7

***

no.,highest occupied orbital energy (eV)
1,-8.538
2,-1.386
3,-8.230